Computed, not measured: a cluster of 3 separate species, C32H64BN4O6 in total at a distorted geometry, with ωB97M-V/def2-TZVPD.

Computed properties:
<S²> = 2.01
Spin multiplicity = 3
Kohn-Sham gap (spin up / spin down) = 7.607 / 8.608 eV
Total charge = +1

```
107
C32H64BN4O6, DFT ωB97M-V/def2-TZVPD
C 1.53847 8.00057 -2.06170
C 0.68016 7.65630 -1.07663
C 1.11428 6.86436 0.09920
O 2.16221 6.20578 0.13117
O 0.21105 6.86538 1.06314
C 0.32828 5.83315 2.05434
C 0.13936 4.43157 1.45490
C 1.36700 3.48822 1.57404
C 1.84928 2.89160 0.24059
C 3.18876 2.15160 0.38571
C 4.12901 2.03628 -0.83626
N 3.54115 2.41498 -2.15201
C 4.08827 1.57097 -3.25397
C 3.53490 1.98193 -4.62495
C 2.67008 3.27349 -4.66075
B 1.11606 2.91710 -4.60701
N 0.16123 3.38683 -5.60404
O 0.61808 2.09983 -3.58297
C 3.07242 4.37166 -3.62861
C 3.96677 3.84154 -2.52819
O 4.13368 4.62976 -1.42646
H 2.60353 8.03259 -1.87299
H 1.19787 8.23625 -3.05948
H -0.35821 7.95317 -1.12992
H 1.26793 5.88453 2.59593
H -0.46062 6.06176 2.76069
H -0.13475 4.59410 0.41174
H -0.72557 3.95455 1.90375
H 2.19789 3.98150 2.06639
H 1.01055 2.64998 2.16924
H 1.10355 2.15899 -0.06529
H 1.83400 3.67323 -0.51818
H 3.76813 2.65271 1.15767
H 2.98375 1.15469 0.76315
H 4.45550 1.00318 -0.91266
H 5.02770 2.62148 -0.68883
H 2.53029 2.27319 -2.19329
H 3.82904 0.53514 -3.05671
H 5.17156 1.62056 -3.21603
H 4.33767 2.05003 -5.35175
H 2.90127 1.16719 -4.96784
H 2.82211 3.72561 -5.63636
H 0.38219 3.07468 -6.54077
H 0.06268 4.39320 -5.61496
H 0.50843 2.58424 -2.76087
H 3.67177 5.11401 -4.14529
H 2.20917 4.86373 -3.17674
H 4.96689 3.70297 -2.93612
H 3.36580 5.17127 -1.18435
C -2.45294 -0.74073 -1.45176
C -2.23778 0.22209 -0.26907
C -1.39350 -0.46195 0.80478
C -2.15034 -1.55697 1.55123
C -3.45863 -1.01311 2.12688
C -4.33696 -0.28242 1.10808
N -3.53110 0.69059 0.30595
O -3.35880 1.79701 0.95640
C -5.04037 -1.29704 0.18917
C -5.44611 0.46547 1.83638
C -1.49604 1.42165 -0.83269
H -1.53887 -0.80097 -2.04301
H -2.68628 -1.75749 -1.14959
H -3.24805 -0.38266 -2.10606
H -1.05430 0.28707 1.53040
H -0.49385 -0.87541 0.33977
H -2.34402 -2.40971 0.89569
H -1.52988 -1.94132 2.36024
H -4.03706 -1.82826 2.56497
H -3.21932 -0.32864 2.94701
H -5.53645 -0.78849 -0.63816
H -5.80152 -1.83217 0.75482
H -4.37588 -2.05350 -0.22089
H -5.05686 1.13035 2.60369
H -6.09901 -0.25801 2.32212
H -6.04430 1.05711 1.14298
H -2.08920 1.92799 -1.59705
H -0.56189 1.09236 -1.28980
H -1.24917 2.14059 -0.06144
C 0.16515 -6.68372 0.19966
C 0.45564 -5.81185 1.43541
C 1.27550 -6.60441 2.45172
C 0.46990 -7.70376 3.14086
C -0.80010 -7.13355 3.77215
C -1.65030 -6.29796 2.81301
N -0.80843 -5.31522 2.06039
O -0.57910 -4.26556 2.78136
C -2.41634 -7.21672 1.84446
C -2.71161 -5.54318 3.60362
C 1.26211 -4.62392 0.92753
H 1.06431 -6.75860 -0.41092
H -0.12230 -7.70323 0.43965
H -0.61869 -6.23975 -0.41500
H 1.66331 -5.92028 3.21307
H 2.14350 -7.03299 1.94641
H 0.22191 -8.50115 2.43589
H 1.08071 -8.16670 3.91721
H -1.41624 -7.94342 4.16649
H -0.51575 -6.51386 4.62818
H -2.89614 -6.63277 1.05809
H -3.19668 -7.74804 2.38738
H -1.79689 -7.97758 1.37737
H -2.27998 -4.94747 4.40452
H -3.39539 -6.26135 4.05363
H -3.28728 -4.88036 2.95560
H 0.68531 -4.04252 0.20519
H 2.15984 -4.99248 0.43250
H 1.57190 -3.96247 1.73386
```